This record from the OMol25 dataset describes a molecular structure, C41H53Br2ClFN7O2SiTl. The level of theory is wB97M-V/def2-TZVPD.

CARTESIAN COORDINATES (ANGSTROEM)
Tl1 0.234 -0.546 -1.079
Br1 2.472 -0.037 -3.914
Br2 3.447 -2.490 -2.095
Cl1 -3.755 -8.687 -0.767
Si1 4.264 1.578 0.129
F1 1.557 -1.417 1.922
O1 -0.085 -3.144 -0.125
O2 -0.405 -3.091 -2.347
N1 0.021 2.089 0.465
N2 3.364 0.494 1.066
N3 -1.695 -0.534 4.311
N4 1.129 1.464 2.361
N5 -1.370 -0.661 1.515
N6 -2.192 0.193 -1.343
N7 0.214 3.666 2.235
C1 5.308 2.812 1.149
C2 -1.969 -6.860 0.137
C3 -0.824 -1.030 -5.304
C4 5.535 -2.182 2.507
C5 1.011 4.117 3.381
C6 -2.267 0.311 2.077
C7 -4.249 0.920 -2.421
C8 3.070 2.658 -0.863
C9 1.796 1.812 3.602
C10 -1.422 1.223 -5.877
C11 4.590 -3.099 2.950
C12 -0.217 4.730 1.336
C13 0.459 2.431 1.626
C14 -0.740 -1.542 3.704
C15 3.245 -2.804 2.740
C16 2.313 -1.930 -3.547
C17 5.153 -1.004 1.882
C18 -6.466 0.968 -3.396
C19 -1.232 -5.689 0.025
C20 -0.526 -3.600 -1.209
C21 -5.126 0.598 -3.456
C22 -2.898 -6.461 -2.056
C23 -1.311 -4.901 -1.118
C24 5.478 0.852 -1.124
C25 -2.806 0.438 -2.411
C26 3.795 -0.650 1.648
C27 -2.802 -7.227 -0.907
C28 -6.945 1.684 -2.309
C29 -2.171 0.276 -3.781
C30 2.241 3.260 3.597
C31 -1.820 0.721 3.478
C32 -0.716 3.024 -0.371
C33 -4.744 1.637 -1.334
C34 -2.125 1.337 -4.683
C35 -6.074 2.025 -1.278
C36 2.889 -1.632 2.116
C37 -0.776 0.036 -6.195
C38 -1.506 -0.909 -4.102
C39 -1.284 4.213 0.394
C40 -2.141 -5.300 -2.156
C41 -1.250 -1.867 2.305
H1 0.635 5.101 0.750
H2 -0.829 1.165 3.416
H3 2.725 3.540 4.536
H4 3.454 2.830 -1.874
H5 2.951 3.400 2.779
H6 -0.315 -1.957 -5.544
H7 -2.514 1.393 3.986
H8 -1.374 2.063 -6.561
H9 -1.516 -1.725 -3.386
H10 -6.440 2.593 -0.429
H11 -7.138 0.698 -4.203
H12 -2.190 -4.686 -3.046
H13 2.645 1.138 3.716
H14 -2.614 -0.975 4.351
H15 -3.281 -0.110 2.111
H16 -3.555 -6.771 -2.858
H17 -0.705 -2.408 4.368
H18 0.240 -1.071 3.636
H19 -0.577 -5.365 0.824
H20 -4.753 0.046 -4.311
H21 2.096 2.171 -0.945
H22 0.393 4.096 4.287
H23 -1.513 2.456 -0.856
H24 -1.586 5.004 -0.296
H25 -0.588 5.557 1.943
H26 6.233 0.209 -0.662
H27 5.910 -0.300 1.554
H28 1.125 1.654 4.466
H29 -4.052 1.869 -0.532
H30 -2.165 3.914 0.971
H31 -0.459 -0.233 1.365
H32 2.462 -3.494 3.034
H33 4.886 -4.022 3.432
H34 -7.988 1.978 -2.264
H35 1.297 5.157 3.212
H36 1.286 -2.152 -3.270
H37 1.823 0.955 1.724
H38 -2.284 1.185 1.428
H39 -0.233 -0.058 -7.129
H40 -2.640 2.262 -4.443
H41 -2.235 -2.351 2.366
H42 -1.905 -7.481 1.021
H43 2.620 -2.462 -4.435
H44 -1.408 -0.299 5.256
H45 -0.567 -2.552 1.801
H46 2.917 3.638 -0.395
H47 5.997 1.656 -1.655
H48 6.109 3.240 0.536
H49 4.692 3.647 1.499
H50 -0.055 3.384 -1.171
H51 6.591 -2.387 2.647
H52 4.945 0.247 -1.863
H53 5.770 2.346 2.026

Orbital gap (eV): 4.634
E_LUMO (eV): 1.13
Net charge: -1

These are the Löwdin partial charges, in e, on atoms 1 to 5: 0.82, 0.56, 0.61, 0.61, 0.36